(1)
{"formula": "C2H12N4O", "method": "ωB97M-V/def2-TZVPD", "smiles": "N[C@@H]([NH3+])O[C@@H](N)[NH3+]", "lumo_energy_ev": -6.747, "charge": 2, "species": ["C", "C", "N", "N", "N", "N", "O", "H", "H", "H", "H", "H", "H", "H", "H", "H", "H", "H", "H"], "positions_angstrom": [[-0.07447, -0.79619, 1.07116], [0.19838, 0.10096, -1.17868], [0.77703, -1.03069, 2.12314], [-0.68104, 1.04897, -1.59683], [-1.45133, -0.14799, 1.75885], [1.65963, 0.26350, -1.74592], [0.46391, 0.14085, 0.21338], [-0.59060, -1.75438, 0.73489], [-0.08345, -0.95879, -1.51890], [1.19417, -0.28630, 2.59948], [0.69484, -1.85117, 2.78368], [-0.44543, 1.91682, -1.30738], [-1.42164, 1.00695, -2.36130], [-1.08824, 0.37154, 2.63043], [-1.62631, 0.67083, 1.12686], [-2.40708, -0.59460, 1.95023], [1.63203, -0.29512, -2.62217], [1.82983, 1.24332, -2.18460], [2.40458, 0.28391, -1.04930]], "forces_ev_per_a": [[-1.236, -2.370, 1.767], [-0.271, -2.581, -0.490], [0.045, -2.660, 0.437], [-2.142, -2.325, -1.994], [-0.523, 3.597, 0.300], [-0.809, 3.194, -2.232], [-0.551, -0.201, 0.341], [1.399, 1.185, -0.584], [0.236, 1.545, 0.535], [0.820, 1.538, 0.385], [-0.266, 1.098, -1.608], [0.472, 3.619, 0.906], [1.739, -0.460, 1.458], [-0.999, -1.340, -1.148], [-0.486, -0.744, 0.480], [1.856, 0.175, -0.321], [1.295, -0.387, 0.991], [-0.886, -1.420, 0.858], [0.306, -1.461, -0.082]]}

(2)
{"formula": "C8H12N2PPt", "method": "ωB97M-V/def2-TZVPD", "lumo_energy_ev": [-2.559, -6.996], "charge": 1, "spin_multiplicity": 5, "species": ["C", "C", "C", "C", "C", "Pt", "P", "H", "H", "H", "H", "H", "H", "H", "H", "N", "C", "C", "C", "N", "H", "H", "H", "H"], "positions_angstrom": [[0.03392, -0.53540, -1.90940], [-0.84872, -1.52874, -2.48141], [-0.46823, -2.78398, -1.89760], [0.68337, -2.60909, -1.07852], [0.95735, -1.18503, -1.01980], [0.41919, 1.31779, 0.82061], [-0.40189, 3.20908, 0.62924], [-0.00458, 0.53555, -2.09777], [-1.71440, -1.35471, -3.14102], [-0.90068, -3.74678, -2.13254], [1.72139, -0.67306, -0.41752], [1.22483, -3.37592, -0.49597], [-1.46938, 3.37540, 1.55441], [-0.98787, 3.61167, -0.61552], [0.57500, 4.17508, 0.95833], [-0.37340, -1.50134, 1.85089], [-0.63605, -2.00924, 3.08394], [-0.62084, -0.94738, 3.97346], [-0.32873, 0.19387, 3.23994], [-0.15460, -0.17160, 1.95217], [-0.40066, -2.01921, 0.97474], [-0.77813, -3.06010, 3.22391], [-0.77662, -0.94919, 5.03088], [-0.23431, 1.25297, 3.47414]], "forces_ev_per_a": [[1.061, 0.026, 1.403], [0.190, -0.653, 1.153], [1.220, -0.023, 0.146], [-1.602, -0.211, -0.301], [-0.903, 1.247, -1.446], [4.279, -3.190, -2.078], [-3.035, 3.128, -0.555], [0.197, -0.305, -0.120], [0.739, -0.099, 0.373], [-0.053, 0.119, -0.011], [-0.226, -0.286, -0.492], [-0.412, 0.454, -0.627], [0.090, 0.873, -0.138], [0.380, 0.136, 0.627], [-0.420, 0.044, -0.102], [-0.211, 0.140, 0.960], [0.161, 0.896, -0.267], [0.036, -0.012, 0.370], [0.029, -1.030, -0.811], [-1.450, -0.773, 1.145], [0.170, 0.569, 0.107], [-0.105, -0.228, 0.079], [-0.102, -0.309, 0.259], [-0.032, -0.512, 0.322]]}

(3)
{"formula": "C3H5N3", "method": "ωB97M-V/def2-TZVPD", "smiles": "[H]/N=C/C(N)=C=N", "lumo_energy_ev": 0.848, "species": ["N", "C", "C", "N", "N", "C", "H", "H", "H", "H", "H"], "positions_angstrom": [[1.57125, -0.33355, 0.77565], [0.29452, -0.10131, 0.16429], [-0.55525, 0.99952, 0.64070], [-1.68773, 1.23939, 0.10805], [-0.66250, -1.60596, -1.64949], [-0.18194, -0.85389, -0.81954], [2.33100, -0.28930, 0.10550], [1.61367, -1.23488, 1.23909], [-0.11999, 1.55385, 1.48271], [-2.15175, 2.01630, 0.57430], [-0.45127, -1.39017, -2.62126]], "forces_ev_per_a": [[0.090, -0.152, -0.064], [-0.289, -0.078, -0.203], [-0.125, -0.054, -0.103], [0.247, 0.124, 0.272], [0.366, 0.290, 0.441], [-0.039, -0.279, -0.255], [-0.099, 0.043, 0.118], [-0.012, 0.131, -0.025], [-0.094, -0.029, -0.100], [0.058, -0.030, -0.035], [-0.102, 0.033, -0.045]]}

(4)
{"formula": "C21H20O12", "method": "ωB97M-V/def2-TZVPD", "smiles": "O=c1c(O[C@@H]2O[C@H](CO)[C@@H](O)[C@H](O)[C@H]2O)c(-c2ccc(O)c(O)c2)oc2cc(O)cc(O)c12", "lumo_energy_ev": -0.240, "species": ["O", "C", "C", "C", "C", "C", "C", "C", "O", "H", "H", "O", "H", "H", "O", "C", "C", "O", "C", "O", "C", "C", "O", "H", "C", "O", "H", "C", "O", "H", "H", "H", "H", "C", "O", "H", "H", "H", "H", "H", "C", "C", "C", "C", "C", "C", "H", "O", "H", "O", "H", "H", "H"], "positions_angstrom": [[1.82764, 2.55795, -0.79341], [1.85820, 1.33578, -0.56092], [3.08919, 0.64189, -0.24349], [3.09501, -0.74662, -0.04252], [4.26062, -1.42708, 0.27238], [5.45010, -0.71664, 0.38761], [5.47344, 0.66027, 0.18249], [4.31402, 1.35091, -0.13633], [4.36872, 2.66516, -0.33017], [3.45025, 2.96936, -0.56173], [6.39493, 1.21719, 0.26444], [6.56755, -1.40438, 0.69731], [7.32560, -0.80759, 0.74318], [4.24863, -2.49269, 0.42004], [1.96377, -1.47370, -0.17111], [0.79503, -0.86919, -0.44545], [0.67863, 0.48592, -0.59017], [-0.57948, 1.01610, -0.83004], [-0.92921, 2.18092, -0.08922], [-1.23228, 1.90832, 1.24140], [-2.50560, 1.34426, 1.58063], [-3.69772, 1.90688, 0.78333], [-4.17015, 3.09620, 1.35619], [-3.57015, 3.81240, 1.09872], [-3.37650, 2.11473, -0.71358], [-3.35980, 0.92594, -1.44996], [-2.50058, 0.49638, -1.33638], [-2.05720, 2.88790, -0.85894], [-2.24680, 4.19231, -0.36453], [-1.42796, 4.69343, -0.45903], [-1.77362, 2.90408, -1.92195], [-4.18448, 2.72768, -1.13181], [-4.52012, 1.18662, 0.85898], [-2.42829, -0.18959, 1.54342], [-1.30390, -0.64594, 2.25564], [-0.61294, 0.02046, 2.13549], [-2.38738, -0.54840, 0.50722], [-3.31205, -0.61362, 2.02485], [-2.63366, 1.65468, 2.62566], [-0.06673, 2.85720, -0.02875], [-0.32314, -1.80759, -0.57166], [-1.24882, -1.69342, -1.60497], [-2.30565, -2.57936, -1.69567], [-2.46257, -3.58414, -0.75130], [-1.52109, -3.70601, 0.28576], [-0.45359, -2.83730, 0.36137], [0.26150, -2.92511, 1.16554], [-1.73104, -4.71472, 1.18759], [-1.08277, -4.65038, 1.89724], [-3.50522, -4.43734, -0.82914], [-3.45042, -5.05173, -0.08292], [-3.02994, -2.49934, -2.48900], [-1.12460, -0.92718, -2.35296]], "forces_ev_per_a": [[0.027, -0.114, -0.041], [0.127, -0.067, -0.079], [-0.234, -0.015, -0.050], [0.835, 0.554, 0.090], [-0.074, -0.201, 0.030], [-0.547, 0.337, -0.146], [0.034, 0.238, -0.035], [0.043, -0.517, 0.097], [-0.145, 0.205, -0.061], [0.184, -0.151, 0.065], [0.118, 0.069, 0.011], [0.159, -0.111, 0.043], [-0.147, -0.049, -0.018], [-0.019, -0.174, 0.013], [0.031, -0.184, -0.007], [-0.480, 0.841, -0.135], [-0.247, -0.418, 0.209], [0.407, -0.102, -0.234], [0.220, 0.913, 0.213], [0.045, 0.005, -0.045], [-0.500, -0.438, 0.183], [0.328, -0.381, -0.126], [-0.080, 0.525, 0.129], [-0.073, -0.070, 0.048], [-0.158, 0.699, 0.316], [0.182, -0.444, -0.154], [-0.077, -0.033, -0.032], [0.098, -0.844, -0.411], [-0.020, 0.276, 0.189], [-0.069, -0.045, 0.036], [-0.052, -0.026, 0.186], [0.143, -0.042, 0.133], [0.134, 0.019, -0.069], [-0.060, 0.345, -0.268], [0.360, 0.023, 0.317], [-0.022, -0.061, -0.001], [-0.110, -0.016, 0.113], [-0.034, 0.086, -0.073], [-0.086, -0.103, -0.214], [-0.261, -0.299, -0.125], [-0.030, -0.235, -0.027], [0.213, -0.085, 0.143], [-0.128, -0.227, 0.153], [0.396, 0.133, 0.266], [0.058, 0.200, -0.205], [-0.153, 0.050, -0.227], [0.052, -0.024, 0.109], [-0.089, -0.023, -0.073], [-0.071, -0.023, -0.012], [-0.085, -0.134, 0.073], [-0.034, 0.041, -0.079], [-0.109, 0.001, -0.118], [-0.003, 0.098, -0.102]]}

Energy relative to the best compared isomer or geometry (same formula, charge and spin) readings, ordered: 35.34, 22.32, 46.23, 6.11 kcal/mol